<i>
Below is one molecule with the formula C2H3NOS, with properties calculated with the ωB97M-V functional and the def2-TZVPD basis.

LUMO = 0.030 eV
Structure (SMILES) = C=NOC=S
M = 89.1 g/mol

Each line ends with the natural charge from an NBO analysis.
Element x y z (Å)
C  1.553  -1.329  -1.905  -0.155
C  -0.102  0.315  0.752  0.018
H  2.083  -2.362  -2.010  0.253
H  1.377  -0.303  -2.600  0.238
H  0.312  -0.453  1.397  0.187
N  1.233  -1.087  -0.679  -0.121
O  0.429  0.253  -0.532  -0.418
S  -1.534  0.924  1.196  -0.002



<ii>
Below is one molecule with the formula C2H3NOS, with properties calculated with the ωB97M-V functional and the def2-TZVPD basis.

LUMO = -1.197 eV
Structure (SMILES) = O/N=C\C=S
M = 89.1 g/mol

Each line ends with the natural charge from an NBO analysis.
Element x y z (Å)
C  0.223  -0.731  0.174  -0.091
C  -0.214  0.234  1.166  -0.326
H  -0.475  0.900  -2.491  0.506
H  0.831  -1.674  0.169  0.248
H  -0.465  1.212  0.859  0.228
N  0.253  -0.518  -1.107  -0.051
O  -0.309  0.671  -1.499  -0.605
S  0.157  -0.093  2.729  0.090



Which structure is most stable? <ii>, by 46.3 kJ/mol over the runner-up.



<i>
Below is one molecule with the formula C2H3NOS, with properties calculated with the ωB97M-V functional and the def2-TZVPD basis.

LUMO = 0.551 eV
Structure (SMILES) = C=NSC=O
M = 89.1 g/mol

Each line ends with the natural charge from an NBO analysis.
Element x y z (Å)
C  -0.827  0.535  -0.306  -0.052
C  2.695  -0.646  1.028  0.312
N  0.196  0.095  0.270  -0.584
O  3.815  -0.604  1.391  -0.489
S  1.682  0.826  0.484  0.354
H  -1.146  1.507  -0.464  0.146
H  -1.780  0.057  -0.363  0.167
H  1.955  -1.453  0.941  0.146



<ii>
Below is C2H3NOS as an isolated structure, with properties calculated with the ωB97M-V functional and the def2-TZVPD basis.

LUMO = 0.359 eV
M = 89.1 g/mol

Each line ends with the natural charge from an NBO analysis.
Element x y z (Å)
C  1.721  -0.206  0.070  -0.064
C  -1.870  0.251  -0.221  0.102
H  2.089  -1.178  0.391  0.175
H  2.586  0.509  0.247  0.172
H  -1.497  1.352  -0.208  0.179
N  0.593  0.311  -0.212  -0.563
O  -2.995  -0.239  0.158  -0.557
S  -0.628  -0.800  -0.225  0.556



Which structure is most stable? <i>, by 28.7 kJ/mol over the runner-up.



<i>
Below is a 2-piece molecular cluster, CH3NO2S overall, with properties calculated with the ωB97M-V functional and the def2-TZVPD basis.

LUMO = -0.175 eV
M = 93.1 g/mol

Each line ends with the natural charge from an NBO analysis.
Element x y z (Å)
C  -0.289  0.545  -0.165  -0.436
N  1.027  -0.049  -0.067  0.509
O  1.111  -0.992  0.648  -0.378
O  1.850  0.417  -0.778  -0.354
S  -1.505  -0.712  -0.493  0.006
H  -0.371  1.121  1.218  0.213
H  -0.480  1.394  -0.850  0.264
H  -1.344  -1.724  0.488  0.176



<ii>
Below is one molecule with the formula CH3NO2S, with properties calculated with the ωB97M-V functional and the def2-TZVPD basis.

LUMO = 0.016 eV
M = 93.1 g/mol

Each line ends with the natural charge from an NBO analysis.
Element x y z (Å)
C  1.294  -0.897  -0.336  0.240
N  -0.377  0.810  0.674  -1.068
O  1.799  -1.914  0.067  -0.468
O  1.703  1.803  -0.513  -0.933
S  1.334  0.779  0.532  1.295
H  0.645  -0.852  -1.300  0.137
H  -0.653  1.382  1.524  0.395
H  -1.026  1.169  -0.008  0.403



<iii>
Below is one molecule with the formula CH3NO2S, with properties calculated with the ωB97M-V functional and the def2-TZVPD basis.

LUMO = -0.670 eV
M = 93.1 g/mol

Each line ends with the natural charge from an NBO analysis.
Element x y z (Å)
C  -0.281  -1.080  0.867  -0.232
N  0.482  0.751  -0.575  -0.392
O  1.159  2.476  -2.153  -0.861
O  -0.495  0.117  0.173  -0.394
S  -0.023  1.885  -1.576  1.314
H  -1.318  -1.225  1.398  0.205
H  0.492  -1.048  1.588  0.181
H  -0.017  -1.876  0.277  0.179



<iv>
Below is one molecule with the formula CH3NO2S, with properties calculated with the ωB97M-V functional and the def2-TZVPD basis.

LUMO = 0.217 eV
M = 93.1 g/mol

Each line ends with the natural charge from an NBO analysis.
Element x y z (Å)
C  1.070  0.575  -0.678  0.230
N  -1.160  -0.405  0.706  -1.013
O  2.237  0.492  -0.376  -0.494
O  -0.968  2.102  -0.042  -0.940
S  -0.248  1.062  0.690  1.305
H  0.752  0.715  -1.882  0.150
H  -1.383  -0.703  1.628  0.386
H  -1.939  -0.274  0.206  0.376



Which structure is most stable? <ii>, by 29.6 kJ/mol over the runner-up.



<i>
Below is CH3NO2S as an isolated structure, with properties calculated with the ωB97M-V functional and the def2-TZVPD basis.

LUMO (alpha / beta) = -0.840 / -0.789 eV
M = 93.1 g/mol

Each line ends with the natural charge from an NBO analysis.
Element x y z (Å)
C  0.231  -0.009  -1.100  -0.849
N  0.004  -1.167  1.599  0.131
O  -0.072  -0.984  2.755  -0.195
O  -0.768  1.872  0.540  -0.901
S  -0.885  0.444  0.306  1.093
H  -0.146  0.590  -1.918  0.240
H  0.336  -1.092  -1.300  0.245
H  1.300  0.345  -0.881  0.236



<ii>
Below is one molecule with the formula CH3NO2S, with properties calculated with the ωB97M-V functional and the def2-TZVPD basis.

LUMO = 0.521 eV
Structure (SMILES) = O=S1(=O)CN1
M = 93.1 g/mol

Each line ends with the natural charge from an NBO analysis.
Element x y z (Å)
C  -0.658  -0.427  -0.533  -0.472
N  0.830  -0.072  -0.625  -0.858
O  0.178  0.064  1.928  -0.902
O  0.036  2.059  0.493  -0.888
S  0.055  0.632  0.636  2.276
H  -1.183  -0.315  -1.389  0.221
H  -0.980  -1.188  0.077  0.207
H  1.721  -0.753  -0.586  0.417



<iii>
Below is one molecule with the formula CH3NO2S, with properties calculated with the ωB97M-V functional and the def2-TZVPD basis.

LUMO (alpha / beta) = -1.821 / -3.150 eV
M = 93.1 g/mol

Each line ends with the natural charge from an NBO analysis.
Element x y z (Å)
C  0.813  0.578  0.194  -0.374
N  -0.930  -1.370  0.808  -0.705
O  -1.003  0.926  1.995  -0.921
O  0.893  -0.754  2.371  -0.897
S  -0.161  -0.191  1.569  2.148
H  1.580  -0.046  0.187  0.173
H  0.309  1.002  -0.653  0.198
H  -1.966  -1.288  0.740  0.378



Which structure is most stable? <ii>, by 85.1 kJ/mol over the runner-up.



<i>
Below is C6H14N2O as an isolated structure, with properties calculated with the ωB97M-V functional and the def2-TZVPD basis.

LUMO = 0.514 eV
M = 130.2 g/mol

Each line ends with the natural charge from an NBO analysis.
Element x y z (Å)
C  0.386  -0.494  -1.724  -0.485
C  -0.966  0.016  -2.210  -0.601
C  -0.108  -1.378  1.210  0.567
N  -1.395  -1.758  1.214  -0.856
N  1.022  -1.726  1.343  -0.555
H  -1.579  -2.751  1.224  0.414
H  -2.077  -1.174  0.761  0.413
H  1.803  -0.968  0.646  0.457
H  0.319  -1.523  -1.369  0.210
H  1.092  -0.511  -2.565  0.220
H  -1.725  -0.063  -1.430  0.192
H  -0.909  1.065  -2.510  0.207
H  -1.311  -0.559  -3.070  0.215
C  -0.305  0.910  0.843  -0.567
C  0.656  1.637  1.763  -0.637
C  1.061  0.364  -0.669  0.328
O  2.127  -0.087  -0.090  -0.706
H  1.106  1.426  -0.925  0.164
H  -0.783  1.564  0.114  0.201
H  -1.152  0.547  1.426  0.191
H  1.273  0.928  2.318  0.217
H  1.345  2.279  1.212  0.207
H  0.120  2.259  2.486  0.204



<ii>
Below is C6H14N2O as an isolated structure, with properties calculated with the ωB97M-V functional and the def2-TZVPD basis.

LUMO = 0.850 eV
M = 130.2 g/mol

Each line ends with the natural charge from an NBO analysis.
Element x y z (Å)
C  -0.643  -0.752  -0.183  -0.018
C  0.260  0.297  0.233  -0.022
C  1.850  -0.714  0.011  -0.437
C  2.959  0.090  0.659  -0.626
C  -2.172  0.264  0.361  0.266
N  -0.748  -1.041  -1.549  -0.836
N  0.325  1.456  -0.594  -0.868
C  -3.107  -0.262  1.148  -0.560
O  -2.448  1.329  -0.446  -0.739
H  -1.587  1.724  -0.689  0.500
H  -0.643  -1.627  0.457  0.221
H  0.266  0.506  1.297  0.221
H  -1.344  -1.833  -1.741  0.383
H  -1.046  -0.244  -2.099  0.373
H  0.693  1.226  -1.511  0.377
H  0.897  2.181  -0.181  0.386
H  1.761  -1.705  0.453  0.190
H  1.976  -0.814  -1.068  0.194
H  -2.887  -1.108  1.781  0.197
H  -4.120  0.122  1.168  0.201
H  3.937  -0.383  0.531  0.208
H  3.033  1.093  0.231  0.190
H  2.788  0.196  1.733  0.198



<iii>
Below is a 2-piece molecular cluster, C6H14N2O overall, with properties calculated with the ωB97M-V functional and the def2-TZVPD basis.

LUMO = 0.864 eV
Structure (SMILES) = [H]/N=C(/C)OC.C=C(C)N
M = 130.2 g/mol

Each line ends with the natural charge from an NBO analysis.
Element x y z (Å)
C  1.049  -2.176  0.378  -0.264
C  1.399  -0.016  -1.403  -0.714
C  2.067  -0.043  -0.065  0.577
O  1.915  -1.124  0.744  -0.521
N  2.772  0.934  0.296  -0.714
H  3.191  0.824  1.216  0.345
H  1.345  -2.632  -0.570  0.171
H  1.134  -2.916  1.173  0.196
H  0.015  -1.825  0.317  0.202
H  0.318  -0.097  -1.298  0.242
H  1.754  -0.839  -2.020  0.223
H  1.646  0.925  -1.883  0.248
C  -0.993  1.864  0.605  -0.660
C  -1.770  0.653  0.186  0.201
N  -1.745  -0.393  1.107  -0.828
C  -2.369  0.542  -0.997  -0.534
H  -2.485  -1.071  0.996  0.379
H  -1.613  -0.109  2.066  0.378
H  0.033  1.593  0.851  0.233
H  -0.975  2.602  -0.191  0.228
H  -1.445  2.315  1.489  0.215
H  -2.925  -0.339  -1.270  0.191
H  -2.317  1.327  -1.727  0.205



Which structure is most stable? <iii>, by 202.6 kJ/mol over the runner-up.



<i>
Below is C34H23F10N2O5S2SbSrTe as an isolated structure, with properties calculated with the ωB97M-V functional and the def2-TZVPD basis.

Charge = -2
LUMO = 3.922 eV
M = 1130.7 g/mol

Each line ends with the Mulliken charge.
Element x y z (Å)
Sr  0.490  0.561  0.396  0.992
O  -0.819  -2.376  -0.046  -0.336
S  -1.106  -1.310  -1.132  0.707
O  -1.945  -1.927  -2.128  -0.735
O  -1.811  -0.184  -0.452  -0.228
O  0.188  -0.796  -1.597  -0.686
C  -2.470  3.489  3.258  -0.703
C  -2.264  3.004  4.540  -0.524
C  -1.220  2.117  4.767  -0.712
C  -0.403  1.746  3.700  -0.003
N  -0.614  2.211  2.468  0.568
C  -1.624  3.046  2.252  -0.559
C  0.794  0.867  3.884  0.776
C  0.880  -0.058  4.917  -0.577
C  2.022  -0.833  5.016  -0.655
C  3.041  -0.654  4.098  -0.569
C  2.863  0.285  3.095  -0.099
N  1.771  1.032  2.990  -0.066
H  -3.271  4.189  3.030  0.528
H  -2.902  3.317  5.358  0.394
H  -1.020  1.742  5.761  0.384
H  -1.751  3.383  1.229  0.466
H  0.047  -0.218  5.589  0.295
H  2.095  -1.599  5.777  0.374
H  3.929  -1.270  4.113  0.370
H  3.612  0.430  2.327  0.435
S  -3.727  0.381  -3.744  -0.638
Sb  -4.556  -0.375  -1.804  2.163
C  -4.432  -2.219  -0.772  0.741
C  -5.197  -3.270  -1.263  -0.967
C  -5.144  -4.510  -0.644  -0.542
C  -4.326  -4.698  0.464  -0.666
C  -3.569  -3.644  0.954  -0.703
C  -3.625  -2.400  0.342  -0.578
C  -6.687  -0.454  -2.142  -0.142
C  -7.201  -0.135  -3.392  -0.427
C  -8.574  -0.129  -3.613  -0.476
C  -9.444  -0.439  -2.579  -0.350
C  -8.939  -0.758  -1.324  -0.661
C  -7.569  -0.767  -1.111  -0.220
C  -4.655  1.124  -0.305  0.338
C  -4.645  2.445  -0.738  -0.705
C  -4.933  3.472  0.154  -0.627
C  -5.236  3.180  1.479  -0.485
C  -5.219  1.865  1.919  -0.705
C  -4.925  0.837  1.030  -0.191
H  -5.828  -3.134  -2.134  0.396
H  -5.727  -5.333  -1.040  0.363
H  -4.262  -5.673  0.930  0.365
H  -2.889  -3.790  1.783  0.373
H  -2.983  -1.599  0.702  0.765
H  -6.508  0.119  -4.189  0.331
H  -8.963  0.122  -4.593  0.374
H  -10.515  -0.433  -2.748  0.348
H  -9.614  -1.001  -0.512  0.366
H  -7.184  -1.025  -0.130  0.329
H  -4.406  2.664  -1.773  0.349
H  -4.920  4.500  -0.187  0.366
H  -5.475  3.980  2.171  0.498
H  -5.426  1.636  2.958  0.408
H  -4.910  -0.187  1.382  0.295
F  1.042  -2.752  2.938  -0.437
Te  0.978  -2.701  1.025  2.067
F  2.486  -3.826  1.367  -0.414
F  1.313  -3.440  -0.688  -0.427
F  -0.267  -1.069  1.928  -0.551
F  -0.076  -4.227  1.354  -0.373
O  2.012  -1.240  0.749  -1.011
F  3.722  2.519  0.501  -0.318
C  2.848  3.476  0.059  0.666
C  1.523  3.167  -0.128  -0.838
C  0.766  4.218  -0.577  0.620
F  -0.580  4.052  -0.800  -0.290
C  1.245  5.495  -0.826  -0.375
F  0.452  6.501  -1.260  -0.346
C  2.589  5.745  -0.617  1.011
F  3.098  6.975  -0.846  -0.354
C  3.408  4.723  -0.168  -0.216
F  4.721  4.981  0.031  -0.340



<ii>
Below is C34H23F10N2O5S2SbSrTe as an isolated structure, with properties calculated with the ωB97M-V functional and the def2-TZVPD basis.

Charge = -2
LUMO = 3.737 eV
M = 1130.7 g/mol

Each line ends with the Mulliken charge.
Element x y z (Å)
Sr  1.519  -1.545  2.153  1.673
O  3.611  -1.101  5.953  -0.721
S  2.980  -1.444  4.704  1.033
O  1.514  -1.203  4.686  -0.730
O  3.161  -2.961  4.487  -0.359
O  3.541  -0.756  3.522  -0.399
C  5.952  -1.265  0.695  -0.789
C  6.314  -0.125  1.390  -0.567
C  5.376  0.876  1.572  -0.909
C  4.095  0.674  1.078  0.313
N  3.732  -0.428  0.422  0.190
C  4.652  -1.367  0.222  -0.168
C  3.023  1.673  1.307  0.119
C  3.285  3.039  1.292  -0.794
C  2.246  3.927  1.508  -0.723
C  0.976  3.424  1.731  -0.654
C  0.804  2.049  1.714  -0.544
N  1.797  1.189  1.500  1.081
H  6.636  -2.092  0.563  0.411
H  7.307  -0.027  1.812  0.356
H  5.604  1.759  2.153  0.435
H  4.327  -2.254  -0.306  0.387
H  4.287  3.390  1.087  0.495
H  2.425  4.995  1.489  0.378
H  0.125  4.073  1.892  0.427
H  -0.172  1.604  1.872  0.385
S  -1.479  -0.753  1.533  -0.706
Sb  -2.170  -0.041  -0.533  1.770
C  -2.260  2.056  -0.912  0.535
C  -2.371  2.909  0.179  -0.822
C  -2.471  4.281  -0.011  -0.644
C  -2.483  4.805  -1.297  -0.518
C  -2.395  3.954  -2.390  -0.698
C  -2.279  2.584  -2.197  0.028
C  -4.327  0.059  -0.001  -0.288
C  -4.843  -0.452  1.185  -0.259
C  -6.203  -0.361  1.472  -0.578
C  -7.067  0.248  0.574  -0.409
C  -6.566  0.768  -0.614  -0.712
C  -5.210  0.669  -0.892  -0.154
C  -2.741  -1.127  -2.302  0.697
C  -3.775  -2.053  -2.229  -0.580
C  -4.169  -2.761  -3.356  -0.653
C  -3.551  -2.527  -4.577  -0.480
C  -2.526  -1.596  -4.661  -0.820
C  -2.115  -0.911  -3.525  -0.118
H  -2.380  2.499  1.184  0.422
H  -2.544  4.941  0.845  0.438
H  -2.563  5.876  -1.446  0.349
H  -2.407  4.359  -3.395  0.395
H  -2.191  1.931  -3.058  0.280
H  -4.168  -0.922  1.891  0.364
H  -6.585  -0.768  2.402  0.387
H  -8.126  0.321  0.798  0.343
H  -7.233  1.249  -1.321  0.377
H  -4.837  1.079  -1.827  0.284
H  -4.279  -2.227  -1.286  0.387
H  -4.961  -3.496  -3.280  0.390
H  -3.862  -3.075  -5.458  0.348
H  -2.034  -1.411  -5.608  0.393
H  -1.281  -0.220  -3.593  0.249
F  4.706  -5.411  1.933  -0.445
Te  3.470  -4.270  2.859  1.807
F  2.416  -5.785  2.345  -0.400
F  1.422  -3.784  3.039  -0.666
F  5.183  -3.478  3.223  -0.448
F  3.732  -5.347  4.363  -0.373
O  3.229  -3.158  1.450  -1.001
F  -0.310  -2.494  -1.478  -0.510
C  0.484  -1.422  -1.678  0.161
C  0.005  -0.154  -1.395  -0.975
C  0.904  0.866  -1.631  0.713
F  0.589  2.154  -1.372  -0.544
C  2.177  0.661  -2.139  0.239
F  3.019  1.691  -2.330  -0.453
C  2.595  -0.620  -2.428  0.655
F  3.822  -0.836  -2.911  -0.443
C  1.743  -1.682  -2.189  0.801
F  2.149  -2.926  -2.455  -0.440



Which structure is most stable? <ii>, by 38.0 kJ/mol over the runner-up.